Below is 2 unconnected molecules or ions with the total composition C62H74N3O, with properties calculated with wB97M-V/def2-TZVPD.

The geometry in XYZ format:
```
140
Properties=species:S:1:pos:R:3
C 6.190 -1.948 2.163
C 5.121 -1.732 3.241
C 5.000 -2.977 4.126
C 3.800 -1.291 2.626
C 2.778 -2.196 2.327
C 1.599 -1.779 1.717
C 0.529 -2.767 1.268
C 0.586 -4.109 1.994
C 0.526 -2.914 -0.250
C 1.377 -0.388 1.495
C 0.045 0.108 1.138
N -0.967 0.201 2.093
C -1.087 -0.637 3.279
C -1.958 -1.739 3.257
C -2.960 -1.932 2.120
C -4.217 -1.119 2.416
C -3.241 -3.391 1.777
C -1.910 -2.647 4.321
C -1.011 -2.457 5.366
C -0.197 -1.328 5.404
C -0.260 -0.377 4.384
C 0.456 0.967 4.478
C 1.647 0.945 5.431
C -0.514 2.100 4.823
N -2.055 0.815 1.573
N -1.707 1.167 0.312
C -2.689 1.772 -0.556
C -3.467 0.924 -1.360
C -3.562 -0.566 -1.036
C -2.640 -1.392 -1.898
C -4.997 -1.091 -1.063
C -4.196 1.498 -2.406
C -4.246 2.885 -2.535
C -3.668 3.699 -1.562
C -2.935 3.152 -0.514
C -2.542 4.031 0.680
C -1.047 4.073 0.985
C -3.330 3.643 1.936
C -0.473 0.584 -0.046
C 0.111 0.585 -1.342
C 2.439 0.536 1.758
C 2.263 2.032 1.502
C 2.677 2.410 0.078
C 2.989 2.914 2.524
C 3.632 0.052 2.284
H 6.311 -1.052 1.544
H 7.156 -2.183 2.623
H 5.908 -2.782 1.507
H 5.459 -0.897 3.874
H 4.204 -2.858 4.870
H 4.792 -3.867 3.521
H 5.943 -3.141 4.659
H 2.914 -3.253 2.564
H -0.432 -2.301 1.536
H 0.578 -3.952 3.080
H -0.285 -4.722 1.734
H 1.492 -4.664 1.717
H 0.357 -1.939 -0.728
H 1.498 -3.292 -0.607
H -0.262 -3.601 -0.593
H -2.494 -1.486 1.234
H -3.958 -0.056 2.331
H -5.023 -1.348 1.708
H -4.562 -1.319 3.440
H -2.306 -3.960 1.696
H -3.881 -3.856 2.538
H -3.751 -3.456 0.806
H -2.583 -3.505 4.320
H -0.960 -3.189 6.172
H 0.481 -1.172 6.243
H 0.842 1.163 3.469
H 2.364 0.171 5.133
H 2.163 1.912 5.427
H 1.310 0.746 6.456
H -1.344 2.144 4.104
H -0.940 1.936 5.824
H 0.003 3.070 4.813
H -3.195 -0.644 -0.003
H -1.628 -0.968 -1.887
H -2.573 -2.430 -1.542
H -2.994 -1.410 -2.937
H -5.652 -0.449 -0.459
H -5.381 -1.118 -2.092
H -5.037 -2.109 -0.651
H -4.729 0.852 -3.109
H -4.780 3.337 -3.373
H -3.793 4.784 -1.607
H -2.844 5.048 0.392
H -0.456 4.271 0.084
H -0.836 4.859 1.722
H -0.722 3.120 1.419
H -4.408 3.683 1.744
H -3.074 2.618 2.233
H -3.095 4.323 2.763
H -0.170 1.438 -1.963
H 1.103 0.117 -1.310
H 1.187 2.247 1.597
H 2.046 1.895 -0.654
H 2.573 3.492 -0.083
H 3.721 2.115 -0.109
H 2.777 2.594 3.553
H 4.075 2.887 2.361
H 2.649 3.953 2.418
H 4.458 0.744 2.474
C -1.336 3.741 -8.442
O -1.963 3.413 -7.182
C -1.228 2.779 -6.229
C -1.949 2.182 -5.166
C -1.299 1.347 -4.280
C 0.092 1.133 -4.361
C 0.721 0.140 -3.468
C 2.204 0.088 -3.345
C 2.597 -1.264 -3.135
C 3.931 -1.612 -2.951
C 4.890 -0.595 -2.968
C 4.512 0.742 -3.171
C 3.167 1.096 -3.360
C 1.428 -2.116 -3.328
C 0.323 -1.274 -3.653
C -0.813 -1.837 -4.228
C -0.938 -3.234 -4.239
C 0.108 -4.057 -3.805
C 1.324 -3.501 -3.394
C 0.816 1.820 -5.361
C 0.179 2.637 -6.283
H -2.156 4.134 -9.043
H -0.560 4.508 -8.311
H -0.904 2.852 -8.927
H -3.021 2.355 -5.106
H -1.867 0.847 -3.490
H 4.181 -2.664 -2.814
H 5.941 -0.844 -2.826
H 5.274 1.521 -3.200
H 2.878 2.132 -3.534
H -1.584 -1.200 -4.661
H -1.865 -3.680 -4.604
H -0.019 -5.139 -3.799
H 2.186 -4.109 -3.119
H 1.891 1.673 -5.449
H 0.754 3.134 -7.067
```

The HOMO energy comes out at -9.649 eV. Its net charge is +1. The energy comes out at -2646.1589 Ha.

Löwdin population analysis, charges in e, atoms 1 to 6: C -0.061; C -0.386; C -0.075; C -0.169; C 0.038; C -0.099

Below is 9 unconnected molecules or ions with the total composition C62H77F18N12O14S6, with properties calculated with wB97M-V/def2-TZVPD.

The geometry in XYZ format:
```
189
Properties=species:S:1:pos:R:3
C 1.053 -0.889 1.001
C -0.030 -0.507 -0.046
C -0.101 1.054 -0.185
O 0.032 -1.123 -1.298
H 0.942 -0.234 1.865
H 2.093 -0.801 0.685
H 0.898 -1.905 1.366
H -0.964 -0.695 0.483
H 0.030 1.657 0.714
H -1.072 1.388 -0.549
H 0.635 1.541 -0.825
C 8.083 -5.228 2.528
N 7.022 -4.294 2.790
C 7.258 -3.135 3.477
C 6.135 -2.439 3.863
C 4.852 -2.758 3.503
C 4.688 -3.865 2.675
C 5.771 -4.649 2.342
C 3.712 -1.898 3.918
C 3.713 -0.497 3.740
C 2.639 0.249 4.269
N 1.513 -0.300 4.714
C 1.393 -1.610 4.839
C 2.459 -2.475 4.453
C 0.381 0.643 5.011
H 8.518 -5.538 3.478
H 8.812 -4.727 1.891
H 7.830 -6.131 1.972
H 8.278 -2.877 3.723
H 6.330 -1.525 4.405
H 3.694 -3.957 2.264
H 5.864 -5.481 1.659
H 4.445 0.091 3.206
H 2.649 1.325 4.174
H 0.468 -1.960 5.273
H 2.438 -3.538 4.643
H -0.516 0.029 5.093
H 0.161 1.336 4.199
H 0.554 1.017 6.020
C 1.756 -10.984 -7.273
N 1.835 -9.709 -6.629
C 2.757 -8.825 -6.977
C 2.816 -7.596 -6.300
C 1.923 -7.342 -5.187
C 0.929 -8.263 -4.905
C 0.887 -9.449 -5.646
C 2.112 -6.140 -4.293
C 1.137 -5.195 -4.067
C 1.245 -4.206 -3.125
N 2.390 -4.245 -2.345
C 3.266 -5.233 -2.402
C 3.197 -6.155 -3.408
C 2.554 -3.258 -1.249
H 2.204 -11.700 -6.584
H 2.245 -10.951 -8.247
H 0.711 -11.259 -7.416
H 3.424 -9.032 -7.800
H 3.502 -6.817 -6.596
H 0.156 -8.127 -4.163
H 0.178 -10.256 -5.536
H 0.146 -5.335 -4.473
H 0.459 -3.483 -2.966
H 4.120 -5.094 -1.756
H 3.922 -6.956 -3.395
H 2.818 -2.304 -1.706
H 3.279 -3.567 -0.495
H 1.564 -3.035 -0.851
C -3.672 6.452 -7.511
N -2.954 5.464 -6.672
C -2.473 4.327 -7.196
C -1.571 3.547 -6.510
C -1.209 3.828 -5.211
C -1.886 4.857 -4.583
C -2.773 5.693 -5.351
C -0.165 2.933 -4.616
C -0.172 1.542 -4.847
C 0.813 0.745 -4.261
N 1.826 1.315 -3.532
C 1.904 2.631 -3.349
C 0.941 3.456 -3.932
C 2.969 0.476 -3.177
H -3.717 7.436 -7.044
H -4.663 6.073 -7.760
H -3.153 6.656 -8.448
H -2.714 4.104 -8.225
H -1.013 2.759 -6.995
H -1.764 5.016 -3.522
H -3.355 6.515 -4.961
H -0.990 0.957 -5.242
H 0.817 -0.334 -4.314
H 2.786 3.016 -2.859
H 1.097 4.497 -3.690
H 3.174 0.552 -2.109
H 3.802 0.797 -3.802
H 2.753 -0.563 -3.424
C -8.669 5.421 -0.888
N -7.790 4.222 -0.813
C -8.341 3.009 -0.825
C -7.545 1.886 -0.944
C -6.127 1.968 -1.029
C -5.596 3.238 -1.072
C -6.460 4.319 -0.940
C -5.266 0.684 -1.051
C -4.102 0.567 -1.840
C -3.254 -0.566 -1.805
N -3.650 -1.657 -1.088
C -4.805 -1.604 -0.376
C -5.658 -0.472 -0.375
C -2.791 -2.899 -0.931
H -9.701 5.113 -0.720
H -8.552 5.876 -1.871
H -8.368 6.048 -0.049
H -9.421 3.037 -0.797
H -8.133 0.981 -0.956
H -4.533 3.396 -1.183
H -6.096 5.334 -0.874
H -3.914 1.404 -2.497
H -2.376 -0.692 -2.421
H -5.052 -2.439 0.263
H -6.563 -0.669 0.181
H -2.279 -3.020 -1.886
H -3.417 -3.776 -0.767
H -2.031 -2.751 -0.163
C 0.991 4.820 4.237
N 1.021 5.721 3.003
C -0.143 6.706 3.186
C 2.268 6.585 3.121
C 0.773 5.086 1.598
C 1.862 4.127 1.157
O 2.057 3.013 2.066
H 1.896 4.214 4.241
H 0.119 4.167 4.272
H 1.199 5.521 5.046
H 0.043 7.089 4.189
H -1.120 6.240 3.055
H -0.002 7.585 2.557
H 2.349 7.271 2.278
H 3.076 5.853 3.125
H 2.196 7.198 4.019
H 0.706 5.951 0.938
H -0.181 4.572 1.710
H 2.813 4.635 0.998
H 1.722 3.550 0.243
H 2.992 2.800 2.035
C -2.545 1.726 2.615
F -1.691 0.666 2.840
F -1.720 2.773 2.446
F -3.259 1.647 1.497
S -3.610 1.943 4.207
O -4.459 3.073 4.022
O -4.299 0.636 4.310
N -2.325 2.158 5.417
S -2.614 3.493 6.035
O -2.437 4.560 5.129
O -3.908 3.540 6.801
C -1.216 3.700 7.459
F -1.305 4.943 7.747
F -1.541 2.914 8.455
F 0.009 3.371 6.943
C 5.589 0.549 -0.160
F 5.943 0.398 -1.438
F 4.619 -0.298 0.257
F 6.592 0.434 0.646
S 4.907 2.335 0.104
O 5.935 3.205 -0.412
O 3.793 2.451 -0.832
N 4.527 2.410 1.774
S 5.613 3.319 2.300
O 7.032 3.028 1.918
O 5.290 4.724 2.114
C 5.458 2.931 4.181
F 6.465 3.538 4.817
F 4.286 3.339 4.673
F 5.526 1.657 4.401
C -2.560 -3.158 3.321
F -2.012 -2.616 2.244
F -1.952 -4.272 3.562
F -2.343 -2.275 4.326
S -4.532 -3.241 3.216
O -5.058 -3.898 4.398
O -4.817 -1.846 3.077
N -4.808 -4.128 1.760
S -6.372 -4.282 1.830
O -6.925 -5.138 2.884
O -7.001 -3.000 1.746
C -6.749 -5.218 0.163
F -6.490 -4.396 -0.842
F -5.987 -6.332 0.137
F -8.023 -5.548 0.157
```

The HOMO energy comes out at -15.084 eV. The energy above the lowest of the compared OMol25 structures with the same formula, charge and spin comes out at 124.11 kcal/mol. Its net charge is +5. The energy comes out at -8303.6831 Ha.

Löwdin population analysis, charges in e, atoms 1 to 6: C -0.063; C -0.599; C -0.065; O -0.339; H 0.054; H 0.050